A.
3 unconnected molecules or ions with the total composition C4H14O2S, computed with ωB97M-V with the def2-TZVPD basis set.

Element x y z (Å)
C 0.93 -1.53 -1.53
C 0.78 -1.09 -0.10
C 0.26 -2.18 0.84
S -0.17 -1.53 2.45
C -1.43 -2.73 2.99
H 1.29 -0.68 -2.13
H 1.81 -2.17 -1.71
H 0.03 -1.93 -2.00
H 0.06 -0.27 -0.06
H 1.71 -0.73 0.32
H 1.08 -2.90 0.95
H -0.59 -2.69 0.41
H -1.83 -3.30 2.16
H -0.87 -3.47 3.56
H -2.16 -2.27 3.65
H 0.45 7.11 0.64
H 1.78 6.42 0.14
O 1.26 7.23 0.14
H -1.02 2.75 -4.19
H -1.91 2.65 -3.00
O -1.46 3.31 -3.54

Results
molecular weight	126.22	g/mol
orbital gap	9.003	eV
SMILES	CCCSC.O.O
2S+1	1



B.
3 unconnected molecules or ions with the total composition C4H14O2S, computed with ωB97M-V with the def2-TZVPD basis set.

Element x y z (Å)
C -2.25 -0.63 -0.52
C -0.78 -0.35 -0.88
C 0.11 -0.19 0.36
S 0.37 1.58 0.68
C 2.05 1.67 1.34
H -2.34 -1.56 0.04
H -2.82 -0.84 -1.42
H -2.74 0.17 0.02
H -0.50 -1.13 -1.60
H -0.80 0.61 -1.40
H -0.32 -0.59 1.27
H 1.05 -0.73 0.18
H 2.19 0.79 1.97
H 2.02 2.52 2.03
H 2.85 1.69 0.61
H 0.97 2.79 -2.07
H 2.48 2.85 -2.02
O 1.74 2.88 -2.64
H -1.55 -4.48 1.55
H -0.92 -3.20 0.91
O -0.81 -3.86 1.60

Results
molecular weight	126.22	g/mol
orbital gap	9.543	eV
SMILES	CCCSC.O.O
2S+1	1



Most stable pick: B. Distance to second place: 9.1 kJ/mol.



A.
3 unconnected molecules or ions with the total composition C3H14N2O3, computed with ωB97M-V with the def2-TZVPD basis set.

Element x y z (Å)
N -0.35 0.84 -0.96
C -0.41 -0.15 0.10
C -0.09 -1.60 -0.49
O 1.20 -1.50 -1.22
C -1.90 -0.18 0.78
N -2.94 -0.31 -0.21
H -1.21 0.94 -1.46
H -0.03 1.77 -0.64
H 0.27 -0.03 0.97
H -1.08 -2.01 -0.97
H 0.03 -2.22 0.49
H 1.09 -0.50 -1.38
H -1.90 0.89 1.11
H -1.99 -1.05 1.46
H -2.82 -1.10 -0.88
H -3.08 0.54 -0.75
H 2.25 1.64 0.91
H 2.38 3.09 0.66
O 1.69 2.40 0.65
H 2.35 -0.88 0.20
H 3.71 -0.39 0.99
O 2.84 -0.17 0.67

Results
molecular weight	126.16	g/mol
orbital gap	9.542	eV
SMILES	NC[C@H](N)CO.O.O
2S+1	1



B.
4 unconnected molecules or ions with the total composition C3H14N2O3, computed with ωB97M-V with the def2-TZVPD basis set.

Element x y z (Å)
C 1.19 -0.94 -1.86
C 0.23 -0.62 -0.85
C -1.09 -0.64 -1.26
N -2.11 -0.08 -0.52
N 0.63 -0.43 0.56
H 2.21 -1.18 -1.41
H 1.03 -1.96 -2.21
H 1.21 -0.15 -2.69
H -1.34 -1.14 -2.26
H -2.04 -0.41 0.43
H -2.93 -0.15 -1.02
H 1.70 -0.48 0.61
H 0.47 0.57 0.88
H -1.55 1.51 1.01
H -1.68 2.57 2.02
O -1.12 2.25 1.38
H -0.40 -2.07 1.64
H 0.74 -2.22 2.66
O -0.23 -2.26 2.61
H 1.28 1.98 0.01
H 1.77 3.36 -0.08
O 2.03 2.51 0.35

Results
molecular weight	126.16	g/mol
orbital gap	8.377	eV
SMILES	C/C(N)=C/N.O.O.O
2S+1	1



Most stable pick: A. Distance to second place: 59.7 kJ/mol.